80
Properties=species:S:1:pos:R:3:forces:R:3 method="wB97M-V/def2-TZVPD" e_lumo_ev="-5.67 / -5.61" charge=+1 fmax_ha_per_bohr=0.0792 e_tot_ev=-103833.355
Ga -0.53760 1.40364 -3.26734 0.239 0.691 1.477
C -0.85706 -2.26686 1.05699 0.169 -0.226 0.165
C 0.46096 -2.67542 0.72786 0.060 -0.087 -0.137
C 0.61640 -0.78936 2.04491 -0.327 0.149 -0.143
C -0.76366 -1.10634 1.87809 -0.135 -0.014 -0.415
C 1.37114 -1.75532 1.32112 0.125 0.145 0.429
C -2.09638 -2.97034 0.66575 -0.329 0.094 -0.142
H -2.05707 -3.29352 -0.38246 0.013 0.018 0.248
H -2.95963 -2.31351 0.79481 0.043 -0.180 -0.097
H -2.26858 -3.86773 1.28013 0.135 0.179 -0.109
C -1.92505 -0.35532 2.38120 -0.352 -0.206 0.414
H -2.83600 -0.96574 2.40517 0.293 0.078 0.020
H -2.13008 0.50670 1.72971 0.106 -0.180 0.017
H -1.73230 0.01458 3.39558 -0.110 0.030 -0.224
C 1.15209 0.36013 2.79969 0.340 -0.032 0.285
H 0.63487 0.48595 3.76042 0.056 0.012 -0.241
H 1.03575 1.29769 2.23926 -0.066 -0.178 -0.010
H 2.21666 0.22306 3.00098 -0.129 0.061 0.045
C 2.84651 -1.82130 1.25188 0.279 0.200 -0.181
H 3.26018 -2.56580 1.95104 -0.175 0.139 -0.147
H 3.29362 -0.84904 1.49300 -0.059 -0.306 -0.079
H 3.16568 -2.11073 0.24340 0.022 0.031 0.207
C 0.84298 -3.85357 -0.07568 0.036 -0.126 -0.297
H 0.97026 -4.74124 0.56119 -0.015 0.143 -0.082
H 1.79132 -3.68557 -0.60269 -0.253 -0.096 0.137
H 0.06521 -4.08647 -0.80972 0.162 -0.047 0.086
C -1.34851 2.03214 -4.97522 -1.979 0.663 -0.203
C -2.21735 0.77768 -5.13976 -0.840 -1.235 -0.998
C -1.47302 -0.34165 -5.92472 0.006 -0.223 -0.246
C 0.04949 -0.28976 -5.80293 0.842 -0.121 0.491
C 0.60353 0.38244 -4.52363 0.840 -1.096 1.095
C 1.57129 1.50561 -4.94831 1.731 -0.002 -1.631
C 0.96706 2.43000 -6.08627 0.632 -0.172 0.199
C -0.56161 2.41177 -6.23609 -0.405 0.688 0.192
H -1.70900 -0.32211 -7.00627 -0.222 0.053 0.565
H 0.50229 0.18949 -6.68414 -0.290 -0.188 0.299
H -1.79582 -1.31846 -5.54810 -0.159 0.109 -0.320
H -0.83990 1.79578 -7.10615 0.073 0.005 0.463
H -1.96031 2.86228 -4.60058 -0.361 0.114 -0.677
H -3.20952 0.89799 -5.62261 0.414 0.204 -0.074
H -0.86880 3.41359 -6.55528 0.086 0.002 0.068
H 1.33642 3.45413 -5.94248 -0.182 -0.096 0.062
H 2.44462 0.99884 -5.40558 -0.080 0.256 0.003
H 1.37958 2.11969 -7.05937 0.171 0.078 0.416
H 0.50290 -1.29191 -5.79677 -0.484 0.000 -0.239
H 1.06296 -0.39918 -3.89629 0.644 0.189 -0.752
P -2.60895 0.22057 -3.39830 3.423 1.581 -1.537
C -4.09985 1.04978 -3.01250 -1.160 -0.222 0.721
C -2.58310 -1.52214 -3.11013 -1.317 -1.374 0.291
P 2.27700 2.41440 -3.47292 -3.936 -0.142 0.041
C 0.66643 3.04246 -2.91901 1.080 0.233 0.921
C 3.00928 0.95696 -2.63290 0.253 0.411 0.599
C 3.42710 3.80448 -3.45301 0.949 -0.496 -0.329
H -3.90407 1.62632 -2.09865 -0.476 -0.004 -0.253
H -4.82056 0.24682 -2.82814 -0.512 0.501 0.118
H -4.40996 1.68056 -3.85659 0.027 -0.173 0.403
H -1.79507 -2.09866 -3.62138 -0.216 0.608 0.203
H -3.56114 -1.90138 -3.43171 0.159 -0.546 0.167
H -2.49380 -1.66202 -2.01803 -0.015 -0.040 -0.434
H 3.33211 4.36523 -4.39477 0.109 -0.067 0.389
H 4.45018 3.42335 -3.31472 -0.113 0.389 -0.252
H 3.15776 4.43502 -2.58816 -0.027 -0.331 -0.489
H 0.61630 3.34675 -1.83435 0.218 -0.032 -1.451
H 0.14045 3.73781 -3.63031 1.210 -0.339 0.640
H 3.34270 1.22265 -1.61632 0.092 -0.131 -0.409
H 3.86541 0.65074 -3.26779 -0.311 0.210 0.432
H 2.32249 0.09779 -2.55786 0.133 0.706 -0.130
C -0.76417 1.65703 -1.07641 -0.375 0.500 2.129
C -0.94313 2.33901 -0.04114 -0.086 -0.889 -1.659
C -1.17794 3.26466 1.03813 -0.129 1.004 1.284
C -1.39202 4.66952 0.85552 0.251 -0.502 -0.050
C -1.50568 5.55731 1.93117 -0.039 -0.431 0.452
C -1.47415 5.08050 3.25748 0.118 -0.457 -0.130
C -1.30174 3.70244 3.48420 -0.067 0.416 -0.292
C -1.16329 2.83480 2.39063 0.152 0.165 0.117
H -1.44109 5.06794 -0.15678 0.071 -0.152 0.159
H -1.61110 6.63722 1.75597 -0.026 -0.613 -0.031
H -1.57469 5.75601 4.11565 0.058 -0.210 -0.497
H -1.25965 3.30183 4.51908 -0.074 0.333 -0.853
H -1.01233 1.78345 2.61948 0.011 0.574 -0.210